{
  "formula": "C30H46IrO2P2",
  "method": "ωB97M-V with the def2-TZVPD basis set",
  "species": ["Ir", "C", "C", "C", "C", "C", "C", "H", "H", "H", "C", "H", "H", "H", "C", "H", "H", "H", "C", "H", "H", "H", "C", "H", "H", "H", "C", "C", "C", "C", "C", "C", "C", "C", "H", "H", "H", "H", "H", "H", "H", "H", "H", "H", "H", "H", "P", "C", "C", "P", "C", "C", "C", "H", "H", "H", "H", "H", "H", "H", "H", "H", "H", "H", "H", "H", "H", "O", "C", "O", "C", "C", "C", "C", "C", "C", "H", "H", "H", "H", "H"],
  "coordinates": [[-0.328634, -0.051313, -0.220583], [0.225997, 1.585440, -1.604826], [-1.099698, 1.792155, -1.068606], [0.441435, 2.007736, 0.680109], [1.178752, 1.759108, -0.531665], [-0.964294, 1.998334, 0.354256], [0.608071, 1.350291, -3.028834], [-0.204214, 0.873230, -3.568814], [1.492284, 0.712238, -3.064867], [0.857953, 2.288507, -3.535042], [2.640303, 1.748591, -0.794744], [2.836660, 1.519990, -1.845787], [3.149789, 0.975854, -0.205738], [3.110441, 2.716284, -0.572999], [0.896529, 2.345510, 2.053541], [1.328186, 3.355646, 2.106551], [1.628679, 1.628899, 2.435669], [0.051680, 2.319988, 2.748229], [-2.045113, 2.289684, 1.342083], [-2.168105, 3.368315, 1.490403], [-1.778240, 1.856951, 2.307741], [-2.993903, 1.876632, 1.012559], [-2.375326, 1.836487, -1.838146], [-2.629990, 2.865836, -2.114252], [-3.191427, 1.447927, -1.227361], [-2.276543, 1.257982, -2.757153], [-1.952929, -6.350015, -2.388769], [-2.510901, -5.559857, -3.305689], [-3.973887, -5.447504, -3.639769], [-4.954994, -5.807803, -2.499715], [-4.752105, -5.058428, -1.216600], [-3.934786, -5.389458, -0.195802], [-3.076716, -6.617241, -0.089565], [-2.650551, -7.269027, -1.425290], [-4.219645, -6.101410, -4.495332], [-4.951165, -6.892184, -2.351490], [-4.174283, -4.419121, -3.981146], [-3.516907, -7.760239, -1.879435], [-0.855317, -6.453713, -2.364565], [-1.863835, -5.017260, -4.012774], [-1.946323, -8.075349, -1.173548], [-2.176335, -6.357918, 0.491639], [-3.971767, -4.797691, 0.724986], [-3.599350, -7.395080, 0.494956], [-5.963058, -5.558195, -2.863073], [-5.432995, -4.207915, -1.093039], [-0.152083, -2.038972, -1.278310], [1.441192, -2.737308, -1.679398], [-1.282459, -2.068539, -2.700905], [-1.528897, -1.526381, 1.000959], [-0.967370, -2.977620, 0.052496], [-3.293708, -1.317006, 0.622521], [-1.248540, -1.750540, 2.751901], [2.148559, -2.524698, -0.869858], [1.814525, -2.289202, -2.606556], [1.345041, -3.820021, -1.811739], [-1.660909, -3.083509, -2.864289], [-0.745653, -1.729729, -3.592182], [-2.126564, -1.392650, -2.539277], [-1.660077, -2.713893, 3.070202], [-1.740544, -0.946229, 3.309275], [-0.173723, -1.722685, 2.961825], [-0.240996, -3.566324, 0.623566], [-1.789204, -3.610826, -0.301913], [-3.740066, -0.629875, 1.348189], [-3.800656, -2.285260, 0.672553], [-3.433769, -0.894231, -0.376303], [3.353795, -2.021177, 2.696858], [3.281785, -0.871669, 2.199111], [2.391037, -0.423478, 1.410588], [4.419975, 0.087451, 2.597471], [4.393161, 1.459892, 2.268557], [5.436771, 2.336778, 2.632614], [6.547590, 1.855515, 3.346751], [6.590623, 0.490835, 3.687621], [5.547246, -0.360951, 3.321274], [3.531098, 1.827781, 1.711152], [5.382023, 3.395904, 2.351831], [7.368312, 2.522604, 3.626447], [7.451458, 0.104133, 4.244232], [5.618138, -1.410314, 3.616275]],
  "forces_ev_per_a": [[0.5, -1.5, 0.6], [0.8, 1.9, 0.4], [0.5, 0.8, 0.2], [-1.9, 0.5, 0.2], [-0.6, 0.0, -1.8], [1.1, 1.9, 0.1], [0.0, 0.2, 0.1], [0.0, -0.1, -0.2], [-0.2, -0.1, -0.2], [-0.1, -0.1, 0.0], [0.5, -0.3, 0.2], [0.0, 0.2, 0.2], [-0.1, 0.3, -0.1], [-0.1, -0.1, 0.0], [0.3, -0.2, 0.4], [0.0, -0.2, -0.1], [0.0, 0.2, -0.1], [0.2, 0.1, -0.1], [0.1, 0.1, -0.1], [0.0, -0.1, 0.0], [-0.3, 0.0, 0.0], [-0.2, 0.0, 0.1], [0.1, -0.1, 0.0], [0.1, -0.1, 0.0], [-0.1, 0.0, -0.2], [-0.2, 0.0, 0.0], [0.5, -0.1, -0.2], [0.2, -0.3, -0.5], [-0.3, 0.2, 0.3], [-0.4, -0.1, -0.6], [0.3, 0.0, 1.0], [-0.9, 0.0, -0.5], [0.3, -0.1, -0.2], [0.0, -0.4, 0.4], [0.2, 0.2, 0.2], [-0.2, 0.4, 0.0], [0.0, -0.2, 0.1], [0.4, 0.1, 0.1], [-0.5, 0.4, 0.0], [-0.1, -0.3, 0.4], [-0.2, 0.1, -0.1], [-0.2, -0.1, -0.1], [-0.1, 0.0, -0.3], [0.1, 0.3, 0.0], [0.2, -0.1, 0.1], [0.5, -0.1, 0.1], [0.4, 0.6, -0.7], [0.2, -1.1, -0.4], [0.1, -0.8, -0.3], [-0.2, 0.9, 0.5], [-0.3, -0.8, 0.1], [-0.4, -0.6, 0.5], [-0.6, -0.9, 0.7], [-0.2, 0.0, -0.1], [-0.1, 0.0, 0.2], [0.3, 0.0, -0.1], [0.0, 0.1, -0.1], [0.0, 0.0, 0.1], [0.1, -0.1, 0.1], [0.1, 0.1, 0.3], [0.1, -0.1, -0.1], [-0.2, 0.0, -0.2], [-0.1, 0.0, -0.1], [0.2, -0.2, 0.1], [0.1, -0.1, -0.1], [-0.2, 0.1, 0.0], [0.2, -0.1, 0.1], [-0.4, -1.3, 0.3], [-0.5, 4.5, -2.2], [1.4, -2.1, 1.9], [1.2, 0.2, 0.8], [-0.3, -0.1, -0.1], [-0.1, -0.6, 0.1], [-0.6, -0.5, -0.2], [-0.1, 0.5, -0.2], [-0.1, -0.4, 0.1], [0.4, 0.0, 0.2], [0.0, -0.5, 0.1], [-0.4, -0.2, -0.1], [-0.4, 0.1, -0.3], [0.0, 0.3, -0.1]],
  "lowdin_spin": [1.59, 0.09, 0.14, 0.17, 0.17, 0.09, 0.01, 0.00, 0.00, 0.00, 0.03, 0.00, 0.01, 0.01, 0.03, 0.01, 0.00, 0.00, 0.01, 0.00, 0.00, 0.00, 0.04, 0.01, 0.00, 0.00, 0.00, 0.00, 0.00, 0.00, 0.00, 0.00, 0.00, 0.00, 0.00, 0.00, 0.00, 0.00, 0.00, 0.00, 0.00, 0.00, 0.00, 0.00, 0.00, 0.00, 0.15, 0.04, 0.04, 0.15, 0.02, 0.04, 0.04, 0.00, 0.00, 0.01, 0.01, 0.00, 0.00, 0.01, 0.00, 0.00, 0.00, 0.00, 0.00, 0.01, 0.00, 0.78, 0.07, 0.11, 0.05, 0.01, 0.01, 0.00, 0.00, 0.00, 0.00, 0.00, 0.00, 0.00, 0.00],
  "lumo_ev": [-2.14, -6.25],
  "relative_energy_ev": 0.000,
  "gap_ev": [4.31, 4.61],
  "e_tot_ha": -2107.82903,
  "charge": 1,
  "e_homo_ev": [-6.457, -10.861],
  "multiplicity": 5
}